[1]
The following is a DFT calculation (ωB97M-V/def2-TZVPD) of a cluster of 4 separate species, C4H19N2O3S in total.

Structure (XYZ):
```
29
Properties=species:S:1:pos:R:3:forces:R:3:lowdin_charge:R:1
C 0.815103 -0.279333 -0.716297 0.9 0.1 1.2 -0.357
S 1.342842 -3.038291 -0.748207 0.1 0.1 -0.1 0.743
O -0.931915 -2.445596 1.905762 -0.2 0.1 0.1 -0.069
H 1.826190 0.716796 0.934040 0.3 0.2 -0.2 0.121
H 2.537876 -1.216936 0.297728 -0.8 0.0 0.3 0.085
H -1.245474 1.361468 2.962090 -0.2 -0.3 0.0 0.078
N 0.784116 0.327201 -2.083253 -0.3 0.0 -0.5 0.228
H 0.469510 1.130544 3.217606 0.2 0.6 0.0 0.087
O -2.138570 -0.037371 -0.990211 0.0 -0.2 -0.8 -0.050
H -0.324095 -0.410431 1.598926 0.2 0.3 -0.3 0.082
H -1.468903 -2.761565 1.168520 0.1 0.0 0.1 0.042
H 0.787727 1.779617 -0.040470 0.0 0.2 0.1 0.116
H 1.629140 0.834405 -2.339891 0.2 -0.1 0.1 0.177
O -1.248915 2.556799 -1.944120 0.9 0.1 -0.5 -0.042
C 0.870186 0.788462 0.406062 0.1 -0.3 -0.2 -0.189
H -1.387136 2.763837 -1.013761 -0.3 -0.3 -0.1 0.057
H -2.576963 0.464846 -0.296726 -0.1 -0.1 0.1 0.062
H -0.217418 2.481928 2.191170 0.5 0.2 0.0 0.080
H 0.013659 1.008720 -2.157461 -0.1 0.3 0.3 0.108
H 2.751775 -1.164930 -1.323259 -0.6 0.1 -0.3 0.082
N -0.228031 0.568452 1.306425 -1.2 -0.1 0.0 -0.129
H -1.518725 -2.471095 2.675438 0.1 -0.1 -0.2 0.059
H -0.130788 -0.756260 -0.589801 -0.6 -0.3 -0.2 0.078
H 0.623346 -0.392946 -2.795878 0.1 0.1 0.2 0.181
C -0.277269 1.437613 2.475935 0.0 -0.5 0.1 -0.104
C 1.926840 -1.312170 -0.603908 1.3 -0.4 -0.3 -0.503
H -2.794516 -0.300675 -1.653302 -0.1 0.1 0.5 0.074
H 1.932938 -3.469308 0.369793 -0.1 -0.1 0.0 -0.122
H -1.822529 1.836221 -2.212950 -0.5 0.1 0.5 0.025
```
Forces are in eV/Å.

Its energy above the lowest of the compared OMol25 structures with the same formula, charge and spin is 0.896 eV. Its total charge is +1. As for the lowest unoccupied orbital energy: -3.129 eV. Its largest force on an atom is 1.51 eV Å⁻¹. The orbital gap comes out at 8.98 eV.


[2]
The following is a DFT calculation (ωB97M-V/def2-TZVPD) of a cluster of 5 separate species, C4H19N3O4 in total.

Structure (XYZ):
```
30
Properties=species:S:1:pos:R:3:forces:R:3:lowdin_charge:R:1
H -1.282673 -0.545731 0.806240 -0.3 -0.4 0.8 0.010
H 2.980660 -0.683247 1.124077 -0.9 0.6 -1.3 0.130
H -1.298733 0.462436 2.653989 -1.0 2.5 -0.5 0.023
H 2.038384 2.452892 1.875337 -0.4 0.4 -0.1 0.054
N 2.436617 1.576840 1.601465 2.8 0.8 0.9 -0.031
H -0.005349 0.907010 -4.094194 0.2 0.0 -0.1 0.064
C -0.736064 -0.444900 -1.076410 -1.4 -1.1 -1.2 -0.352
N -1.624826 -0.235504 -0.071436 1.2 -0.3 0.5 0.112
C 1.331693 -1.381664 -0.080217 -2.4 -0.9 1.5 -0.247
O -1.675047 2.107584 -1.528018 1.3 -1.7 -2.7 -0.165
C 2.447696 -0.344170 0.148578 0.6 -2.2 2.8 -0.220
H -1.307565 -0.251576 -2.033244 1.2 -0.4 1.1 0.093
H -2.552042 -1.480063 2.348469 0.1 -1.4 -0.6 0.000
C 1.860767 0.992527 0.424273 -2.3 0.9 0.4 -0.346
H 1.714339 -2.395292 -0.320179 0.0 0.8 -0.4 0.095
H 3.286536 -0.367905 -0.544439 -0.5 0.0 -0.7 0.105
O -2.989327 -2.087365 1.705827 0.1 -1.2 -0.1 -0.116
O -1.195480 -0.433961 2.852716 3.6 -1.3 0.8 -0.068
H -2.224999 2.227484 -2.353419 0.9 0.0 1.3 0.048
O -0.918077 0.790504 -3.823839 -0.1 -0.3 -0.5 -0.066
H 0.622395 -1.722361 0.963588 2.1 1.5 -2.3 0.160
H -0.974556 1.404413 -1.928027 -2.4 2.9 1.3 0.045
N 0.456155 -0.899276 -1.146543 0.1 -0.1 -0.4 0.011
H -2.550642 -2.988381 1.625991 -0.5 2.2 0.6 0.075
H -1.019654 -0.164468 -3.697460 0.2 0.3 -0.4 0.047
H -2.620007 -0.336401 -0.218546 0.4 0.1 -0.1 0.108
H -0.170730 -0.416438 2.889590 -2.3 -0.7 0.1 0.116
H 3.477712 1.743484 1.598874 -1.5 -0.4 -0.4 0.095
H 0.794192 0.915429 0.783598 0.6 -0.6 -0.7 0.103
H 1.698623 1.598086 -0.486643 0.8 0.1 0.2 0.116
```
Forces are in eV/Å.

Its energy above the lowest of the compared OMol25 structures with the same formula, charge and spin is 2.752 eV. As for the lowest unoccupied orbital energy: 0.569 eV. Its largest force on an atom is 4.04 eV Å⁻¹. The orbital gap comes out at 9.32 eV.


[3]
The following is a DFT calculation (ωB97M-V/def2-TZVPD) of an isolated molecule of C4H2.

Structure (XYZ):
```
6
Properties=species:S:1:pos:R:3:forces:R:3:lowdin_charge:R:1
H 2.935682 -0.214300 0.065715 -1.8 0.7 0.0 0.069
C -0.673048 -0.068405 -0.108995 0.4 0.6 0.0 -0.181
H -2.931809 0.215827 0.119282 1.6 -0.8 -0.2 0.065
C 1.844179 0.017828 0.022676 4.9 -0.7 0.1 0.116
C 0.678866 0.087784 -0.107342 -2.0 -0.6 -0.1 -0.187
C -1.853871 -0.038732 0.008662 -3.2 0.8 0.2 0.118
```
Forces are in eV/Å.

Its energy above the lowest of the compared OMol25 structures with the same formula, charge and spin is 0.322 eV. As for the lowest unoccupied orbital energy: 1.140 eV. Its largest force on an atom is 4.95 eV Å⁻¹. The orbital gap comes out at 11.01 eV.


[4]
The following is a DFT calculation (ωB97M-V/def2-TZVPD) of a cluster of 11 separate species, C4H20BO18 in total.

Structure (XYZ):
```
43
Properties=species:S:1:pos:R:3:forces:R:3:lowdin_charge:R:1
O -1.902162 -3.591592 0.196390 0.4 -0.2 0.1 -0.038
H 5.418848 3.369738 -2.419950 0.2 0.1 0.0 0.020
O 4.660928 3.224548 -2.986270 0.5 0.5 -0.3 -0.068
H -2.609802 -3.103602 -0.224740 -0.3 0.3 -0.2 0.002
O -0.516892 1.626088 4.319260 -0.2 0.3 0.3 -0.053
O 3.444768 -2.915992 -2.180490 -0.1 -0.2 -0.4 -0.045
O -0.586762 0.878168 0.782190 0.6 0.7 0.3 0.268
O 2.928988 1.573288 -1.867890 -2.1 -2.4 1.5 0.135
H -6.116432 -2.212832 -0.622810 -0.1 0.0 0.2 0.027
H -3.211662 -0.904882 -2.679730 -0.1 -0.2 0.3 -0.006
O 5.586358 -2.095602 1.370000 0.4 -0.3 0.2 -0.062
H -3.063102 0.371538 -3.480100 0.0 0.2 0.0 0.036
O -2.496882 0.627918 1.992720 2.8 -1.2 -4.3 0.085
H -0.423522 4.093858 -0.704070 0.1 0.1 0.1 0.038
O 3.353088 -0.862632 -0.108550 -2.2 0.9 0.0 0.107
H 2.004698 0.124338 2.956660 0.2 0.1 0.1 0.043
H 3.520878 -2.238502 -1.508590 0.1 0.2 0.3 -0.019
C -1.773982 0.403368 0.966370 -4.3 0.6 5.1 -0.288
H -4.803342 -1.726682 -1.198430 0.3 0.1 0.2 -0.037
H -4.608902 2.766578 2.798300 -0.2 0.0 0.1 0.021
O 1.340448 -0.564462 2.933380 -0.1 0.0 0.6 -0.024
O -3.749572 2.990778 2.441190 -0.4 0.8 0.0 -0.062
C 2.091228 0.870068 -1.318770 -0.9 2.0 -0.3 -0.245
O -5.581672 -2.239522 -1.416250 -0.5 -0.4 -0.4 -0.061
H 1.234848 -0.764692 2.003330 -0.1 -0.2 -0.3 0.003
H -3.336522 2.146178 2.261600 0.3 -0.4 0.1 -0.035
H 4.116868 2.601848 -2.504110 -0.3 -0.2 0.0 -0.042
H -2.340382 -4.126892 0.857930 -0.1 -0.1 0.2 0.032
O -1.074982 3.558118 -1.156640 -0.4 0.2 -0.1 -0.035
B 0.036038 0.221218 -0.331380 0.2 -0.1 -2.2 -0.873
H 4.655068 -1.996532 1.567770 -0.3 0.1 -0.1 0.010
H -0.414542 0.719508 4.029640 0.1 -0.3 -0.3 0.002
H 4.216258 -3.468082 -2.053100 0.1 -0.1 0.0 0.029
H 0.341348 2.023478 4.171800 0.1 0.1 -0.1 0.020
O 0.739168 1.107848 -1.335800 1.1 -0.5 0.8 0.197
C -2.171852 -0.510692 -0.191870 -2.7 -2.2 -2.6 -0.211
C 2.265828 -0.340392 -0.341560 2.2 -0.5 -0.8 -0.320
H -0.827412 2.656208 -0.952930 0.2 -0.1 -0.1 -0.008
O -3.313422 -1.103702 -0.442050 5.9 3.1 1.4 0.009
H 5.766838 -1.417702 0.718770 -0.1 0.2 -0.2 0.019
O -1.080762 -0.524592 -0.972820 -1.7 -0.5 0.7 0.240
O -2.799632 -0.548592 -3.466830 0.1 0.0 -0.4 -0.038
O 1.081698 -0.696502 0.098410 1.0 -0.4 0.5 0.228
```
Forces are in eV/Å.

Its energy above the lowest of the compared OMol25 structures with the same formula, charge and spin is 1.832 eV. Its total charge is -1. As for the lowest unoccupied orbital energy: 1.406 eV. Its largest force on an atom is 6.83 eV Å⁻¹. The orbital gap comes out at 9.86 eV.


[5]
The following is a DFT calculation (ωB97M-V/def2-TZVPD) of a structure of composition C4H20GaO4P2S.

Structure (XYZ):
```
32
Properties=species:S:1:pos:R:3:forces:R:3:lowdin_charge:R:1
H -1.729753 5.624702 0.079372 0.1 0.0 0.0 0.069
P 0.146697 0.813166 0.384549 -0.3 -0.2 0.5 0.072
H -0.037950 2.209331 0.485164 0.3 0.1 -0.2 -0.132
H -0.426049 -5.445497 -5.016439 0.0 0.0 0.0 0.070
H 4.007483 -2.638945 -1.736630 0.0 0.0 0.0 0.072
H -2.132795 -0.946958 4.445016 0.1 0.3 -0.3 0.003
O 2.381350 -1.724067 -0.925350 0.2 0.0 -0.2 -0.149
C -1.495592 4.624110 0.459939 -0.2 -0.1 0.0 -0.180
S -1.605105 0.016705 -0.131328 -0.1 -0.2 -0.4 -0.154
H -1.515488 2.903068 4.447632 -0.2 0.2 0.3 0.002
H 2.219625 1.210565 2.823051 -0.1 0.0 -0.1 -0.144
H 3.146431 -1.566444 -2.857948 0.1 -0.1 0.0 0.073
H 2.455370 -3.153098 -2.432737 0.1 0.0 -0.1 0.054
H -1.069116 -4.072764 -4.074540 0.0 0.0 0.0 0.078
C -0.244802 -4.783988 -4.163757 0.1 0.2 -0.1 -0.156
H 0.981336 -3.572238 -5.075770 0.0 0.0 0.1 0.073
O -2.631706 4.016282 1.058441 0.0 0.3 0.0 -0.133
H 1.509622 -1.356391 2.524503 -0.1 0.0 -0.1 -0.141
O -1.937962 -0.373028 3.691879 -0.4 -0.2 0.2 -0.473
H -0.427264 2.799635 3.086361 0.3 0.2 -0.1 -0.010
H -3.306207 3.916616 0.380527 0.1 -0.2 0.0 0.075
H 1.507543 -1.429166 -1.204754 -0.1 -0.1 0.2 0.043
C 3.022861 -2.301566 -2.053908 -0.3 0.1 0.1 -0.166
H -1.099051 4.011788 -0.353787 0.0 0.0 0.0 0.061
O 1.006933 -4.114637 -4.282306 -0.1 -0.1 -0.1 -0.132
Ga 1.042106 0.155890 2.515224 0.2 0.0 0.3 -0.001
P -0.642753 0.613696 4.115687 0.5 0.0 0.3 0.575
H -2.045936 2.204474 2.905974 -0.3 0.0 -0.2 0.014
H -0.734352 4.712048 1.230703 0.0 0.0 0.0 0.072
C -1.228386 2.291925 3.605523 0.1 -0.4 -0.1 -0.398
H 1.087223 0.737120 -0.671883 0.0 0.3 0.0 -0.116
H -0.204310 -5.382338 -3.258407 0.0 0.0 0.0 0.078
```
Forces are in eV/Å.

Its total charge is -1. As for the lowest unoccupied orbital energy: 2.575 eV. Its largest force on an atom is 0.60 eV Å⁻¹. The orbital gap comes out at 6.13 eV.


[6]
The following is a DFT calculation (ωB97M-V/def2-TZVPD) of a cluster of 5 separate species, C4H20N2O5S in total.

Structure (XYZ):
```
32
Properties=species:S:1:pos:R:3:forces:R:3:lowdin_charge:R:1
H 2.492289 0.146387 1.993554 -0.2 0.0 0.2 -0.007
H 0.258255 -2.985602 -1.724940 -1.1 0.4 1.9 0.118
H 1.392344 3.060795 0.665667 -1.1 -1.8 0.1 0.100
N 1.354407 -0.976616 -0.524750 -1.6 0.4 0.1 0.022
H 3.900360 0.638158 2.185156 3.0 2.0 3.3 -0.017
O 3.352437 0.277549 1.586778 -2.8 -2.0 -3.5 0.002
H -2.184529 1.067658 1.567596 0.4 1.8 2.7 0.080
C -0.152239 -0.013422 -2.185603 -0.3 -2.9 -3.0 -0.575
H 1.181580 1.512716 1.441746 -0.8 1.8 -1.8 0.056
H 0.585861 0.438582 -2.905487 -0.9 -0.3 0.6 0.100
N 0.801488 2.168422 0.662627 1.7 -0.9 0.7 -0.045
O 0.584990 -0.181149 2.450914 2.5 -0.9 2.7 -0.094
H -1.620732 1.777829 -2.367120 -0.5 -0.4 -0.1 -0.142
C 0.648978 -2.095910 0.051648 -0.8 -1.7 -0.3 -0.278
O -2.365932 -0.952402 1.424835 -1.6 0.9 0.5 -0.008
H -1.172722 2.078474 1.506702 0.8 1.0 0.5 -0.020
H -0.211886 -1.131660 -2.491278 0.3 1.9 0.6 0.072
C 1.031209 1.476472 -0.690673 0.3 3.1 1.1 -0.212
H 2.163258 -0.600647 -0.017482 -0.5 -0.7 0.0 0.088
H -0.485781 0.006619 0.016271 1.5 0.5 -1.8 0.135
H 1.346194 -2.858404 0.318438 0.9 -0.2 0.6 0.110
H 0.940521 -0.201138 3.423415 -1.6 0.2 -2.6 0.139
C 0.373980 0.090792 -0.807887 -0.5 1.1 2.4 -0.445
H -1.873287 -1.391730 2.087384 0.5 -0.7 1.7 0.028
S -1.875271 0.453133 -2.573546 1.0 1.2 0.6 0.711
H -0.078137 -2.005842 0.908826 1.1 0.8 -0.6 0.101
H -1.818205 -1.124395 0.697600 0.8 -0.4 -2.3 -0.026
O -0.263420 -2.793664 -0.872306 1.7 0.6 -1.7 -0.114
O -1.780257 1.806035 2.217518 -0.9 -2.9 -3.1 -0.137
H -0.279951 0.215021 2.440209 -1.0 0.9 0.4 -0.002
H 0.582829 2.340214 -1.365142 0.9 -2.3 0.6 0.138
H 2.160707 1.425643 -0.836333 -1.4 -0.2 -0.4 0.123
```
Forces are in eV/Å.

Its energy above the lowest of the compared OMol25 structures with the same formula, charge and spin is 0.000 eV. As for the lowest unoccupied orbital energy: 0.073 eV. Its largest force on an atom is 4.92 eV Å⁻¹. The orbital gap comes out at 9.27 eV.